Record 1
A gas-phase ion, C6H12N3 (charge +1) at a distorted geometry, computed with ωB97M-V/def2-TZVPD.

```
21
C6H12N3, DFT ωB97M-V/def2-TZVPD
C -0.397 0.028 -0.188
H 1.775 -2.529 -0.964
H 2.478 2.335 0.555
H 1.194 -2.204 0.608
H -1.589 1.346 -1.763
N 0.431 -0.845 -0.829
H 2.304 0.992 -0.544
H -0.061 -2.807 -0.404
H 0.821 0.790 1.464
C -1.293 -0.646 0.990
C -2.592 -0.427 0.712
C 1.692 1.833 -0.107
N 0.583 1.309 0.657
H 1.414 2.669 -0.845
N -2.714 0.296 -0.533
C -1.563 0.610 -1.010
H -0.034 1.952 1.149
C 0.868 -2.131 -0.432
H -0.825 -1.121 1.951
H 0.967 -0.617 -1.630
H -3.460 -0.832 1.163
```

Computed properties:
Lowest unoccupied orbital energy, eV: -4.20
Orbital gap, eV: 9.5
SMILES string: CN[C@]1([NH2+]C)C=CN=C1
HOMO level, eV: -13.66
Max |F|, hartree/bohr: 0.0739
M, g mol⁻¹: 126.18
Charge: +1
Energy above the lowest of the compared OMol25 structures with the same formula, charge and spin, kcal/mol: 96.3



Record 2
A gas-phase ion, C6H12N3 (charge +1) at a distorted geometry, computed with ωB97M-V/def2-TZVPD.

```
21
C6H12N3, DFT ωB97M-V/def2-TZVPD
H -1.706 -2.147 1.277
H -1.744 -0.173 -2.354
C 0.046 0.450 1.692
C 0.124 0.248 -1.174
H 2.011 -0.562 -1.754
C -0.646 -2.023 1.505
C -0.258 -0.854 0.778
H 1.518 0.554 -3.046
H 0.611 0.173 2.506
N -0.042 -0.910 -0.452
C 1.252 0.043 -2.129
H -0.848 0.917 2.047
C -1.256 0.611 -1.818
H 1.973 1.002 1.099
H -0.197 -2.920 1.081
H -1.876 0.990 -0.948
H -0.447 -1.848 2.572
H -1.172 1.455 -2.371
N 0.698 1.376 -0.502
H 0.973 2.317 1.129
N 0.987 1.302 0.863
```

Computed properties:
Lowest unoccupied orbital energy (spin up / spin down), eV: -5.32 / -4.58
Orbital gap (spin up / spin down), eV: 7.9 / 9.2
HOMO level (spin up / spin down), eV: -13.25 / -13.76
Max |F|, hartree/bohr: 0.0727
M, g mol⁻¹: 126.18
Charge: +1
Energy above the lowest of the compared OMol25 structures with the same formula, charge and spin, kcal/mol: 145.6



Record 3
A molecular structure, C6H12N3 at a distorted geometry, computed with ωB97M-V/def2-TZVPD.

```
21
C6H12N3, DFT ωB97M-V/def2-TZVPD
H -2.997 -0.197 1.811
C 3.672 -0.315 -0.504
H -1.115 -0.941 1.468
C -2.084 -0.149 -0.006
H -4.130 -0.372 0.313
H -3.474 1.169 1.016
N 1.505 -0.373 0.091
C 2.474 -0.876 -0.726
H 4.105 1.023 1.134
N 3.454 0.657 0.464
H -1.598 1.356 -1.039
C -3.262 0.011 0.795
H 2.086 -1.660 -1.349
C 2.112 0.518 0.788
H 1.558 1.164 1.457
C -1.985 0.340 -1.383
N -1.033 -0.715 0.486
H -1.174 -0.014 -2.039
H 0.265 -0.559 0.117
H -2.945 0.522 -1.910
H 4.568 -0.590 -0.985
```

Computed properties:
Lowest unoccupied orbital energy (spin up / spin down), eV: -2.61 / -6.61
2S+1: 3
Orbital gap (spin up / spin down), eV: 6.2 / 8.2
HOMO level (spin up / spin down), eV: -8.82 / -14.81
Max |F|, hartree/bohr: 0.1465
Expectation value of S²: 2.007
M, g mol⁻¹: 126.18
Charge: +1
Energy above the lowest of the compared OMol25 structures with the same formula, charge and spin, kcal/mol: 29.0



Record 4
A gas-phase ion, C6H12N3O2S (charge +1) at a distorted geometry, computed with ωB97M-V/def2-TZVPD.

```
24
C6H12N3O2S, DFT ωB97M-V/def2-TZVPD
H 2.491 -0.959 0.423
H -0.240 -3.144 0.455
H 0.388 2.825 0.135
C 0.337 -0.579 0.753
H 2.068 -0.638 2.104
H -2.252 -0.650 1.644
H 0.605 0.795 -1.814
N 0.054 -2.694 -0.485
O -1.975 1.948 -0.140
H -3.396 0.269 0.539
C -2.465 -0.250 0.708
H 1.947 1.809 -1.652
C 1.830 -0.412 1.130
C 0.157 -1.352 -0.631
C -1.545 0.961 0.397
S 2.416 1.286 0.792
H -0.300 -1.093 1.617
N 0.968 1.736 -1.465
H -2.226 -1.006 0.015
N -0.162 0.832 0.545
C 0.688 1.853 0.037
H -0.125 -3.240 -1.268
H 0.572 2.451 -2.118
O 0.167 -0.749 -1.722
```

Computed properties:
Lowest unoccupied orbital energy, eV: -2.96
Orbital gap, eV: 10.3
SMILES string: CC(=O)N1[C@H]([NH3+])SC[C@@H]1C(N)=O
HOMO level, eV: -13.21
Max |F|, hartree/bohr: 0.1009
M, g mol⁻¹: 190.25
Charge: +1
Energy above the lowest of the compared OMol25 structures with the same formula, charge and spin, kcal/mol: 5.5



Record 5
A molecular structure, C6H12N3OSSe4W, computed with ωB97M-V/def2-TZVPD.

```
28
C6H12N3OSSe4W, DFT ωB97M-V/def2-TZVPD
C -1.978 -2.157 -4.261
H 3.041 -0.475 -5.886
C 2.721 -0.556 -4.848
Se -1.072 -2.847 2.105
N 1.307 0.529 -3.116
N 0.157 0.188 1.974
H 2.172 1.524 -4.702
H 0.093 -1.590 -4.465
Se 2.075 -1.669 0.092
Se -2.488 -0.594 -0.157
H -1.822 -2.777 -3.378
C 1.726 0.544 -4.527
S -0.133 0.958 -0.972
O 1.038 1.970 3.253
H 0.842 0.491 -5.155
H 1.973 0.914 -2.462
H 2.288 -1.545 -4.697
C 0.103 0.346 -2.589
W -0.408 -1.209 0.758
Se 0.506 -2.672 -1.150
C -0.885 -1.114 -4.402
H -1.773 -0.218 -2.710
H -1.989 -2.804 -5.136
H 3.607 -0.474 -4.217
H -2.960 -1.686 -4.185
N -0.901 -0.243 -3.219
C 0.614 1.096 2.624
H -1.041 -0.524 -5.306
```

Computed properties:
Lowest unoccupied orbital energy (spin up / spin down), eV: -4.81 / -6.09
2S+1: 3
Orbital gap (spin up / spin down), eV: 6.9 / 6.3
HOMO level (spin up / spin down), eV: -11.70 / -12.36
Max |F|, hartree/bohr: 0.0021
Expectation value of S²: 2.043
M, g mol⁻¹: 673.93
Charge: +1
Energy above the lowest of the compared OMol25 structures with the same formula, charge and spin, kcal/mol: 0.0



Record 6
2 unconnected molecules or ions with the total composition C6H12N3P at a distorted geometry, computed with ωB97M-V/def2-TZVPD.

```
22
C6H12N3P, DFT ωB97M-V/def2-TZVPD
H 1.460 -0.388 -2.170
H 1.556 -1.457 1.660
H 2.790 -1.139 -1.000
C 1.520 1.403 -0.351
N -1.473 -1.363 0.545
C -0.841 -0.281 0.051
H -4.683 1.226 -0.329
H 1.394 1.600 -1.446
H -5.061 -0.341 -0.900
H -5.116 0.103 0.955
C 1.746 -0.411 1.424
H 0.711 2.110 0.187
C 1.254 -0.007 0.006
C 1.770 -0.882 -1.173
H 2.555 1.705 -0.156
P -1.948 0.993 -0.415
N -3.172 -0.077 -0.048
N -2.742 -1.248 0.469
H 1.378 -1.880 -1.052
C -4.603 0.192 -0.047
H 2.942 -0.415 1.312
H 1.472 0.329 2.188
```

Computed properties:
Lowest unoccupied orbital energy, eV: 0.69
Orbital gap, eV: 9.7
HOMO level, eV: -8.97
Max |F|, hartree/bohr: 0.0726
M, g mol⁻¹: 157.16
Energy above the lowest of the compared OMol25 structures with the same formula, charge and spin, kcal/mol: 42.8



Record 7
A gas-phase ion, C6H12N4 (charge +2) at a distorted geometry, computed with ωB97M-V/def2-TZVPD.

```
22
C6H12N4, DFT ωB97M-V/def2-TZVPD
H 0.070 0.324 0.704
H 0.670 -2.136 2.919
H 0.138 2.564 -0.658
H 1.928 -0.256 -1.883
H -1.863 -2.954 -0.824
H -0.132 -0.374 2.757
N -1.437 -1.941 -0.943
H 2.067 1.194 -1.184
C -0.258 -1.529 2.627
H -1.171 -1.728 3.245
H -0.877 -2.994 1.227
N -0.642 -1.940 1.268
C -0.508 2.050 -1.306
H 1.742 1.072 -2.790
C -1.149 -1.323 -2.094
C -0.597 -0.246 -2.295
C -0.773 -1.355 0.077
H -1.465 2.147 -0.811
N -0.184 -0.173 -0.124
H -0.387 2.535 -2.272
C -0.015 0.614 -1.363
N 1.610 0.643 -1.873
```

Computed properties:
Lowest unoccupied orbital energy, eV: -8.96
Orbital gap, eV: 8.8
SMILES string: C/[NH+]=C1/NC#C[C@](C)([NH3+])N1
HOMO level, eV: -17.75
Max |F|, hartree/bohr: 0.0869
M, g mol⁻¹: 140.19
Charge: +2
Energy above the lowest of the compared OMol25 structures with the same formula, charge and spin, kcal/mol: 80.7



Record 8
A molecular structure, C6H12N4O2S at a distorted geometry, computed with ωB97M-V/def2-TZVPD.

```
25
C6H12N4O2S, DFT ωB97M-V/def2-TZVPD
C 0.483 0.612 -0.215
C -2.770 0.068 -1.303
N -0.615 -0.213 -0.153
C 3.507 0.537 0.784
O 1.906 -2.623 -0.137
H -2.438 -0.811 -1.747
H 2.833 0.749 1.652
H -2.602 0.895 -1.914
C -2.547 0.028 1.238
H -2.828 -1.076 1.495
C -0.471 -1.616 -0.099
H 3.263 -0.023 -1.374
C 1.037 -1.878 -0.169
H 4.069 -0.310 1.003
N 1.591 -0.082 -0.388
H -3.882 -0.182 -1.057
H -1.881 1.419 -0.220
N -1.916 0.374 -0.045
S 0.262 2.279 -0.385
H -3.568 0.613 1.224
H -2.032 0.261 2.155
H 2.798 1.609 -0.776
N 2.827 0.540 -0.578
H 4.328 1.223 0.995
O -1.357 -2.393 0.014
```

Computed properties:
Lowest unoccupied orbital energy, eV: -9.57
Orbital gap, eV: 7.6
HOMO level, eV: -17.16
Max |F|, hartree/bohr: 0.0902
M, g mol⁻¹: 204.25
Charge: +2
Energy above the lowest of the compared OMol25 structures with the same formula, charge and spin, kcal/mol: 62.7



Record 9
A gas-phase ion, C6H12NO (charge -1) at a distorted geometry, computed with ωB97M-V/def2-TZVPD.

```
20
C6H12NO, DFT ωB97M-V/def2-TZVPD
H -1.809 0.189 0.741
H 0.342 0.746 -1.349
C -0.162 -1.383 0.436
C -1.407 2.811 -2.167
H -1.033 -2.127 0.782
H 0.387 -1.898 -0.361
H -2.322 3.593 -2.167
C -0.625 0.829 -0.849
H 1.510 -0.193 1.478
C 2.062 -2.389 1.425
H -0.395 3.216 -2.484
H 2.549 -2.517 2.382
H 0.450 -0.980 2.483
C 0.902 -1.141 1.543
H -1.143 2.672 -0.024
H -1.669 2.027 -2.914
C -0.814 0.028 0.154
O 2.966 -2.327 0.461
N -1.234 2.128 -0.900
H 1.446 -3.284 1.327
```

Computed properties:
Lowest unoccupied orbital energy, eV: 3.32
Orbital gap, eV: 5.5
SMILES string: CN/C=C/CCC[O-]
HOMO level, eV: -2.19
Max |F|, hartree/bohr: 0.0999
M, g mol⁻¹: 114.17
Charge: -1
Energy above the lowest of the compared OMol25 structures with the same formula, charge and spin, kcal/mol: 51.8



Record 10
A gas-phase ion, C6H12NO (charge -1) at a distorted geometry, computed with ωB97M-V/def2-TZVPD.

```
20
C6H12NO, DFT ωB97M-V/def2-TZVPD
O 0.261 0.544 2.503
H 0.479 -2.860 -1.705
C -0.107 1.199 -0.433
H 0.860 0.312 1.791
H 1.668 -0.937 -2.549
C -1.173 1.398 0.637
N -0.196 -1.207 -0.549
H -1.914 0.602 0.422
H -1.739 2.286 0.362
H -1.596 0.867 2.666
H 0.184 -3.121 0.004
C -0.814 1.412 2.099
H 1.488 0.741 -2.757
H -0.627 -1.180 0.364
C 0.319 0.033 -1.054
C 0.620 -2.419 -0.712
H -0.618 2.387 2.539
C 1.147 -0.084 -2.150
H 1.661 -2.126 -0.571
H 0.097 2.150 -0.906
```

Computed properties:
Lowest unoccupied orbital energy, eV: 4.00
Orbital gap, eV: 5.1
HOMO level, eV: -1.12
Max |F|, hartree/bohr: 0.0499
M, g mol⁻¹: 114.17
Charge: -1
Energy above the lowest of the compared OMol25 structures with the same formula, charge and spin, kcal/mol: 30.2



Record 11
A gas-phase ion, C6H12NO (charge +1) at a distorted geometry, computed with ωB97M-V/def2-TZVPD.

```
20
C6H12NO, DFT ωB97M-V/def2-TZVPD
C 0.468 2.277 0.603
C 1.059 -1.128 0.452
H 2.113 -1.393 0.215
H -2.420 -0.166 -1.946
H -0.402 -2.645 1.022
N -0.706 -0.204 -0.993
C 0.361 -0.072 -0.320
O -2.623 0.400 0.046
C 0.962 1.267 -0.453
H -0.311 2.940 0.295
H 2.125 1.169 -0.305
H 0.824 1.655 -1.589
H 1.064 -0.850 1.452
H -3.579 0.602 -0.133
H -0.002 1.697 1.491
H 1.237 2.969 0.952
H 0.149 -2.629 -0.673
H 1.214 -3.300 0.527
C 0.426 -2.561 0.326
C -1.960 -0.029 -0.969
```

Computed properties:
Lowest unoccupied orbital energy, eV: -4.54
Orbital gap, eV: 10.9
SMILES string: CCC(CC)=[N+]=CO
HOMO level, eV: -15.44
Max |F|, hartree/bohr: 0.0830
M, g mol⁻¹: 114.17
Charge: +1
Energy above the lowest of the compared OMol25 structures with the same formula, charge and spin, kcal/mol: 30.2



Record 12
A gas-phase ion, C6H12NO2 (charge +1) at a distorted geometry, computed with ωB97M-V/def2-TZVPD.

```
21
C6H12NO2, DFT ωB97M-V/def2-TZVPD
N 1.350 1.208 -0.443
H -1.228 0.558 1.503
H -2.309 -2.064 0.783
H -3.341 -0.787 0.534
H 3.595 -0.338 -0.007
H 2.156 1.671 -0.245
H 2.796 -1.601 0.993
H -0.781 -0.839 -1.064
H 1.098 1.023 -1.356
C -2.575 -1.273 -0.010
H -0.670 2.189 -0.604
H -2.881 -1.644 -0.985
C 1.490 -0.229 0.164
O 0.480 -0.367 1.072
C 0.043 1.728 0.165
H -1.724 0.344 -1.207
C -0.681 0.414 0.609
O 1.810 -1.252 -0.713
H 0.022 2.504 1.000
C 2.795 -0.912 0.285
C -1.446 -0.334 -0.474
```

Computed properties:
Lowest unoccupied orbital energy, eV: -3.31
Orbital gap, eV: 11.5
SMILES string: CC[C@@H]1C[NH2+][C@@]2(CO2)O1
HOMO level, eV: -14.81
Max |F|, hartree/bohr: 0.1101
M, g mol⁻¹: 130.17
Charge: +1
Energy above the lowest of the compared OMol25 structures with the same formula, charge and spin, kcal/mol: 57.2